{"formula": "C4H11N2O", "method": "ωB97M-V/def2-TZVPD", "species": ["N", "C", "C", "N", "C", "C", "O", "H", "H", "H", "H", "H", "H", "H", "H", "H", "H", "H"], "xyz": [[1.90280, -1.06781, 1.38122], [0.90947, -1.14581, 0.21397], [0.52162, 0.34862, -0.04938], [-0.76691, 0.61886, -0.25536], [-1.79829, -0.44425, -0.59761], [-1.07119, 2.02153, -0.81685], [1.38720, 1.16457, -0.08862], [1.60168, -1.00663, 2.32302], [2.50919, -0.11968, 1.41966], [2.54254, -1.79133, 1.39602], [0.08421, -1.82443, 0.52414], [1.60087, -1.58426, -0.69951], [-1.43783, -1.52410, -0.14731], [-2.74976, -0.16324, -0.21338], [-1.90216, -0.44512, -1.75741], [-0.20213, 2.67121, -0.73353], [-1.26671, 1.93807, -1.75518], [-1.86460, 2.35381, -0.14388]], "atomic_forces_ev_per_a": [[1.078, 4.195, -0.406], [1.901, -0.535, -0.585], [-1.630, -2.004, -0.619], [-1.172, -0.023, -1.245], [2.431, -1.225, -1.035], [1.468, -0.924, 7.067], [2.323, 1.170, 0.591], [-1.728, -0.331, 1.182], [-1.534, -2.048, -1.363], [1.792, -2.113, -0.363], [1.089, 0.460, -0.312], [-2.172, 1.154, 2.239], [-1.479, 2.967, -1.518], [-0.612, 0.128, 0.594], [0.272, -0.471, 1.991], [-0.028, -0.264, 0.391], [-1.885, -0.568, -5.888], [-0.114, 0.433, -0.721]], "total_charge": 1, "largest_force_ev_per_a": 7.277, "e_above_lowest_ev": 3.015, "e_tot_ev": -9345.84200, "e_lumo_ha": -0.1352}

{"formula": "C37H42N2O7", "method": "ωB97M-V/def2-TZVPD", "species": ["C", "O", "C", "C", "C", "C", "C", "C", "C", "N", "C", "C", "C", "C", "C", "C", "C", "C", "C", "O", "N", "C", "C", "C", "C", "C", "C", "H", "H", "H", "H", "H", "H", "H", "H", "H", "H", "H", "H", "H", "H", "H", "H", "H", "H", "H", "H", "H", "H", "H", "H", "H", "H", "H", "C", "C", "O", "C", "C", "C", "C", "C", "C", "C", "C", "C", "O", "C", "O", "O", "C", "C", "O", "H", "H", "H", "H", "H", "H", "H", "H", "H", "H", "H", "H", "H", "H", "H"], "xyz": [[-0.42551, -7.79339, 1.56006], [-1.49751, -6.81269, 1.49441], [-1.15416, -5.54996, 1.12432], [-2.19263, -4.60940, 0.88219], [-1.88663, -3.31143, 0.55368], [-0.54274, -2.84670, 0.48868], [-0.20068, -1.46240, 0.28316], [1.07242, -1.08082, -0.10033], [1.55552, 0.20721, -0.29030], [2.85291, 0.45219, -0.55260], [3.32507, 1.79775, -0.86900], [2.61259, 2.41562, -2.07069], [3.04311, 3.84111, -2.32605], [3.44334, 4.22774, -3.60877], [3.90086, 5.52802, -3.83525], [3.92311, 6.45653, -2.78518], [3.49406, 6.07467, -1.50659], [3.03596, 4.77131, -1.28061], [4.82703, 1.57872, -1.09008], [5.66372, 2.41753, -1.41306], [5.08332, 0.25954, -0.83226], [6.39865, -0.31078, -1.02316], [3.91049, -0.57674, -0.62772], [4.08551, -1.37545, 0.67493], [3.74180, -1.50480, -1.84987], [0.47112, -3.82344, 0.65912], [0.18775, -5.13760, 0.97829], [-0.92250, -8.72201, 1.84638], [0.06482, -7.90429, 0.57916], [0.32655, -7.51067, 2.31418], [-3.22529, -4.93648, 0.97708], [-2.68840, -2.60809, 0.32739], [-0.92569, -0.69196, 0.40815], [1.77378, -1.88238, -0.30164], [0.88506, 1.07177, -0.24984], [3.20721, 2.44254, 0.02180], [2.83580, 1.79695, -2.95599], [1.52710, 2.37554, -1.88246], [3.41842, 3.48804, -4.41387], [4.23987, 5.81399, -4.83227], [4.27724, 7.47439, -2.96054], [3.51521, 6.78367, -0.67595], [2.69494, 4.45875, -0.28826], [7.11536, 0.49411, -1.19856], [6.69810, -0.87983, -0.13552], [6.40986, -0.99851, -1.87926], [4.51559, -0.71452, 1.43833], [3.13705, -1.75327, 1.05918], [4.75891, -2.22336, 0.49252], [3.79971, -0.91110, -2.77400], [4.54618, -2.25335, -1.84533], [2.78224, -2.02608, -1.84759], [1.52214, -3.54882, 0.57253], [1.00665, -5.84163, 1.13165], [-4.35319, -0.78429, 5.17382], [-3.21100, -1.05715, 4.24664], [-3.36507, -0.12274, 3.15596], [-2.38321, -0.34793, 2.24730], [-2.43486, 0.62472, 1.16029], [-2.73250, 1.96242, 1.68223], [-3.98960, 2.60659, 1.15735], [-4.95021, 1.93589, 0.38270], [-6.14331, 2.56454, 0.00165], [-6.41704, 3.86583, 0.43401], [-5.45528, 4.55049, 1.19568], [-4.24327, 3.94208, 1.52431], [-2.03622, 2.51994, 2.52824], [-2.35640, 0.62415, -0.29532], [-1.85932, 1.53750, -0.93885], [-2.86047, -0.51353, -0.86590], [-2.71518, -0.54316, -2.31441], [-2.53375, -1.96646, -2.74846], [-1.54054, -1.20774, 2.49884], [-4.30004, -1.46178, 6.02699], [-4.32656, 0.24314, 5.54898], [-5.30942, -0.94285, 4.66727], [-2.24358, -0.89442, 4.74179], [-3.25126, -2.09034, 3.87208], [-4.76600, 0.90077, 0.09010], [-6.85574, 2.02617, -0.62668], [-7.36290, 4.34450, 0.17049], [-5.65873, 5.56300, 1.54450], [-3.49113, 4.48542, 2.10138], [-3.62249, -0.08435, -2.73113], [-1.83749, 0.05509, -2.58677], [-2.59784, -1.99913, -3.83827], [-1.54036, -2.32030, -2.45169], [-3.28039, -2.64181, -2.31968]], "atomic_forces_ev_per_a": [[-0.442, 0.461, 0.005], [0.687, 0.119, -0.285], [0.219, 0.378, -0.045], [0.477, -0.795, 0.145], [0.292, 0.621, 0.102], [0.150, -1.102, -0.208], [0.984, -0.122, -0.567], [-0.033, -0.982, -0.022], [0.880, 0.188, -0.133], [-1.659, -0.283, 0.215], [0.476, 0.463, 0.440], [-0.101, -0.108, -0.223], [-0.064, 0.192, -0.037], [0.172, 0.152, 0.355], [-0.180, 0.053, 0.236], [-0.047, -0.334, 0.062], [-0.130, -0.234, -0.133], [0.280, 0.185, -0.367], [0.848, 0.559, -0.194], [-1.244, -1.058, 0.425], [0.077, 0.624, -0.269], [0.118, -0.369, 0.043], [0.406, -0.428, -0.208], [-0.042, 0.237, 0.155], [-0.075, 0.138, -0.109], [-0.309, 0.477, -0.029], [-0.382, -0.349, 0.026], [0.176, 0.170, -0.061], [-0.234, 0.044, 0.302], [-0.339, -0.118, -0.187], [0.198, 0.039, -0.080], [0.222, -0.123, 0.219], [-0.248, 0.091, 0.143], [-0.267, 0.277, 0.185], [0.158, -0.183, 0.102], [0.048, -0.259, -0.371], [-0.204, 0.175, 0.224], [0.268, -0.008, -0.142], [0.080, 0.301, 0.207], [-0.118, -0.032, 0.298], [-0.091, -0.338, 0.056], [-0.022, -0.166, -0.328], [0.129, 0.294, -0.326], [-0.243, -0.070, 0.045], [0.009, 0.161, -0.113], [0.053, 0.222, 0.097], [-0.062, -0.218, -0.147], [0.243, -0.005, -0.036], [-0.160, 0.257, 0.128], [0.022, -0.180, 0.248], [-0.274, 0.221, -0.075], [0.240, 0.027, -0.036], [-0.276, -0.057, 0.152], [-0.291, 0.298, -0.073], [-0.407, 0.071, 0.413], [-0.388, 0.347, 0.394], [0.597, -1.056, 0.210], [0.394, 0.536, -0.718], [-0.174, 0.218, -0.478], [0.561, 0.441, 0.124], [-0.489, 1.091, 0.007], [0.064, 0.117, 0.138], [0.282, 0.122, 0.202], [0.432, -0.119, 0.055], [-0.083, -0.211, -0.145], [-0.323, -0.200, -0.049], [-0.794, -0.178, -0.358], [0.312, -0.475, 2.387], [-0.375, -0.043, -0.484], [0.386, 0.077, -1.162], [-0.146, 0.204, 0.575], [0.142, -0.295, -0.112], [-0.219, -0.004, -0.678], [-0.056, -0.002, 0.056], [0.001, -0.121, -0.074], [0.078, 0.039, 0.067], [-0.244, -0.103, -0.213], [0.124, 0.355, 0.033], [-0.120, 0.300, 0.114], [0.157, 0.156, 0.248], [0.309, -0.119, 0.097], [0.048, -0.202, -0.150], [-0.240, -0.278, -0.152], [0.295, -0.070, -0.025], [-0.377, -0.004, -0.016], [0.000, -0.174, 0.028], [-0.142, -0.068, -0.037], [0.022, 0.140, -0.109]], "largest_force_ev_per_a": 2.453, "e_tot_ev": -56360.88177, "e_lumo_ha": -0.0574}

{"formula": "C2H7O3Pr", "method": "ωB97M-V/def2-TZVPD", "species": ["O", "C", "C", "O", "H", "H", "H", "H", "H", "H", "Pr", "O", "H"], "xyz": [[0.26323, -0.63553, 1.14094], [0.35685, -1.61357, 0.17134], [0.68717, -1.03353, -1.19794], [1.49295, -1.96021, -1.90150], [-2.61321, 3.22495, 1.19788], [-0.59957, -2.16669, 0.08571], [1.13323, -2.36364, 0.42297], [1.21711, -0.07258, -1.06552], [-0.25258, -0.83473, -1.74298], [1.95059, -1.51049, -2.61555], [-0.26147, 1.48352, 1.94374], [-1.76557, 3.27957, 1.66465], [-1.60872, 4.20292, 1.89625]], "atomic_forces_ev_per_a": [[-0.935, 4.034, 1.488], [-0.752, -1.604, -0.484], [0.614, 0.208, -0.844], [-0.483, 0.349, 0.634], [-0.275, 0.332, -0.028], [0.417, 0.194, 0.305], [-0.058, 0.488, 0.081], [-0.032, -0.099, 0.022], [0.181, -0.028, 0.132], [0.058, -0.015, -0.216], [1.529, -4.106, -0.935], [-0.018, -0.258, -0.169], [-0.246, 0.505, 0.013]], "total_charge": 2, "spin_multiplicity": 3, "largest_force_ev_per_a": 4.480, "e_above_lowest_ev": 0.000, "e_tot_ev": -22379.35961, "e_lumo_ha": [-0.4186, -0.3636], "s2": 2.338}